{"formula": "C28H24CuN2S", "method": "ωB97M-V/def2-TZVPD", "homo_lumo_gap_ev": [7.6, 8.0], "spin_multiplicity": 2, "symbols": ["Cu", "C", "C", "C", "C", "N", "C", "C", "C", "C", "C", "C", "C", "H", "H", "H", "H", "H", "H", "H", "H", "C", "C", "C", "C", "C", "C", "C", "C", "S", "C", "N", "C", "C", "C", "C", "C", "C", "C", "C", "H", "H", "H", "H", "H", "H", "H", "H", "H", "H", "H", "H", "H", "H", "H", "H"], "xyz": [[1.546750, 1.054844, -0.223269], [1.644076, -1.416496, -3.753964], [1.069788, -0.548775, -4.672782], [0.605812, 0.682634, -4.254638], [0.716816, 1.041490, -2.915286], [1.273668, 0.190825, -2.031910], [1.722193, -1.000205, -2.439989], [0.283100, 2.341925, -2.342979], [-0.462737, 3.265256, -3.075591], [-0.844852, 4.460149, -2.487563], [-0.476083, 4.730282, -1.172522], [0.270255, 3.805808, -0.448448], [0.657856, 2.591763, -1.012295], [2.019959, -2.387683, -4.045028], [0.990367, -0.833537, -5.714965], [0.168432, 1.371797, -4.963866], [2.151369, -1.634936, -1.672956], [-0.759285, 3.059935, -4.099685], [-1.426773, 5.179588, -3.050395], [-0.771889, 5.668710, -0.714825], [0.561568, 4.041683, 0.570816], [-3.321727, -1.940289, -0.683392], [-3.346969, -2.558623, 0.716397], [-4.622175, -2.089413, 1.427237], [-3.383879, -4.084858, 0.568364], [-2.122135, -2.153797, 1.542640], [-1.981661, -2.624470, 2.864519], [-0.900014, -2.289905, 3.656532], [0.078847, -1.458924, 3.115086], [1.542045, -0.842257, 3.815678], [1.890328, 0.005186, 2.338499], [0.996426, -0.159648, 1.406352], [-0.040384, -0.984917, 1.816259], [-1.138642, -1.329510, 1.030230], [3.068779, 0.863620, 2.111694], [4.097050, 0.959329, 3.048330], [5.180266, 1.776517, 2.781487], [5.219533, 2.489137, 1.586065], [4.185944, 2.383554, 0.661449], [3.079272, 1.564489, 0.886800], [-4.212379, -2.252579, -1.233304], [-2.447769, -2.265697, -1.254076], [-3.320009, -0.848001, -0.643758], [-5.501089, -2.361857, 0.836455], [-4.616356, -1.004215, 1.553397], [-4.728041, -2.543918, 2.415224], [-4.247029, -4.382358, -0.033707], [-3.461841, -4.584626, 1.536923], [-2.479200, -4.446617, 0.073784], [-2.744835, -3.270641, 3.284090], [-0.820060, -2.665969, 4.668924], [-1.193264, -0.928080, 0.027202], [4.056585, 0.398600, 3.978214], [5.986921, 1.863713, 3.497354], [6.065192, 3.134983, 1.378226], [4.241879, 2.966984, -0.253035]], "atomic_forces_ev_per_a": [[0.09, 0.21, 0.15], [0.00, -0.01, 0.04], [0.00, -0.03, -0.08], [-0.04, 0.01, -0.13], [0.01, 0.15, 0.21], [-0.21, -0.37, -0.36], [-0.09, 0.11, 0.04], [0.04, -0.13, 0.00], [-0.02, 0.02, -0.04], [0.03, -0.01, 0.05], [0.01, -0.03, -0.02], [0.04, -0.01, -0.06], [0.00, 0.24, -0.22], [-0.01, 0.03, 0.01], [0.00, 0.02, 0.02], [0.03, -0.04, 0.03], [0.00, 0.03, -0.01], [0.01, 0.02, 0.07], [0.01, -0.02, 0.01], [0.02, -0.05, -0.02], [-0.02, -0.01, -0.05], [0.00, 0.01, -0.01], [0.06, 0.01, 0.03], [-0.05, 0.04, 0.05], [0.03, -0.07, 0.01], [-0.05, -0.02, -0.05], [0.03, -0.01, 0.05], [-0.06, -0.03, -0.08], [0.03, -0.07, 0.17], [0.10, 0.04, 0.10], [0.13, 0.07, 0.02], [0.09, -0.29, 0.06], [0.04, 0.19, -0.28], [-0.03, 0.01, -0.08], [-0.16, -0.08, -0.05], [-0.06, -0.03, 0.04], [0.01, 0.05, -0.06], [-0.01, -0.02, 0.04], [-0.10, 0.04, -0.03], [0.04, -0.05, 0.45], [0.03, 0.01, 0.03], [-0.04, 0.01, 0.03], [-0.01, -0.05, 0.00], [0.03, 0.01, 0.03], [-0.01, -0.04, 0.00], [0.02, 0.03, -0.06], [0.04, 0.01, 0.03], [0.01, 0.04, -0.05], [-0.03, 0.00, 0.01], [0.04, 0.04, -0.03], [0.00, 0.02, -0.04], [0.02, 0.00, 0.02], [0.00, 0.03, -0.04], [0.01, 0.00, 0.00], [-0.01, -0.01, 0.00], [0.00, -0.04, 0.03]], "nbo_charge": [1.148, -0.278, -0.143, -0.241, 0.211, -0.546, 0.075, -0.072, -0.210, -0.239, -0.202, -0.238, -0.353, 0.226, 0.220, 0.223, 0.206, 0.197, 0.209, 0.208, 0.210, -0.611, -0.064, -0.600, -0.599, 0.005, -0.208, -0.205, -0.247, 0.404, 0.106, -0.582, 0.201, -0.243, -0.096, -0.205, -0.240, -0.197, -0.237, -0.382, 0.213, 0.210, 0.215, 0.208, 0.215, 0.207, 0.208, 0.207, 0.212, 0.212, 0.222, 0.228, 0.205, 0.211, 0.208, 0.208]}

=====

{"formula": "C28H24F10N4PtS2Te", "method": "ωB97M-V/def2-TZVPD", "homo_lumo_gap_ev": [6.8, 6.0], "spin_multiplicity": 3, "symbols": ["Pt", "C", "N", "C", "C", "N", "C", "C", "F", "C", "F", "C", "F", "C", "F", "C", "F", "C", "C", "N", "C", "C", "F", "C", "F", "C", "F", "C", "F", "C", "F", "H", "H", "H", "H", "H", "H", "H", "H", "H", "H", "H", "S", "C", "N", "C", "C", "S", "H", "H", "H", "H", "H", "C", "Te", "C", "C", "C", "C", "C", "C", "C", "H", "H", "H", "H", "H", "H", "H", "H"], "xyz": [[1.385229, -0.951036, 0.066463], [4.713822, 0.194754, -0.207533], [3.798863, -0.912297, 0.007597], [3.877654, -1.451408, 1.372418], [3.077914, -0.591869, 2.354457], [1.655383, -0.601509, 2.005703], [0.743750, 0.007781, 2.822350], [-0.634801, -0.255403, 2.644162], [-1.028689, -1.170365, 1.743408], [-1.628396, 0.356905, 3.375472], [-2.907284, 0.050095, 3.137628], [-1.313201, 1.269918, 4.366291], [-2.271591, 1.869430, 5.072659], [0.020961, 1.536752, 4.603514], [0.360610, 2.414137, 5.548986], [1.013879, 0.924951, 3.857227], [2.275623, 1.292394, 4.145830], [3.815780, -1.883284, -1.093552], [2.961616, -1.424466, -2.279200], [1.555286, -1.250930, -1.890208], [0.612543, -0.970965, -2.842818], [0.846370, -0.645251, -4.196358], [2.093797, -0.562963, -4.689079], [-0.167897, -0.368924, -5.096411], [0.143456, -0.058613, -6.354841], [-1.492755, -0.398110, -4.708842], [-2.471479, -0.123925, -5.572898], [-1.775152, -0.717443, -3.394601], [-3.046720, -0.765330, -2.978809], [-0.761789, -0.998693, -2.505032], [-1.148418, -1.311331, -1.254069], [5.758703, -0.144429, -0.166763], [4.567562, 0.962434, 0.550807], [4.533839, 0.650464, -1.179960], [4.918442, -1.510917, 1.722332], [3.468355, -2.461496, 1.362607], [3.475393, 0.427179, 2.336500], [3.239587, -0.975712, 3.366624], [3.421470, -2.827855, -0.720606], [4.839473, -2.059201, -1.455343], [3.058927, -2.176910, -3.066866], [3.366487, -0.491367, -2.681711], [1.036178, -3.928502, 0.493457], [-0.440381, -4.097691, -0.205292], [-1.626316, -3.948104, 0.407634], [-2.783364, -3.756497, -0.452115], [-2.470784, -4.524520, -1.732700], [-0.662243, -4.419764, -1.912977], [-1.611050, -3.581740, 1.347917], [-2.925697, -2.692249, -0.664559], [-3.678502, -4.143820, 0.033281], [-2.950029, -4.075111, -2.599078], [-2.767045, -5.569428, -1.656242], [-2.168255, 1.631930, -0.089515], [-0.061861, 1.696285, -0.479731], [-0.139616, 3.364399, 0.871062], [-1.538976, 3.904142, 0.727458], [-1.855694, 5.216090, 1.056608], [-3.155283, 5.680539, 0.920591], [-4.147973, 4.831187, 0.455373], [-3.838704, 3.520025, 0.125672], [-2.537973, 3.049552, 0.256578], [-2.350376, 0.956319, 0.746941], [-2.701336, 1.255204, -0.959570], [0.621790, 4.098466, 0.617675], [0.042394, 3.001720, 1.884843], [-1.077674, 5.880240, 1.414611], [-3.390387, 6.707176, 1.169703], [-5.162017, 5.191629, 0.340656], [-4.611401, 2.857323, -0.245784]], "atomic_forces_ev_per_a": [[0.15, 0.49, 0.03], [-0.10, 0.12, -0.04], [-0.16, -0.34, 0.07], [0.06, 0.03, 0.08], [0.07, -0.06, 0.02], [0.10, 0.03, -0.21], [-0.25, 0.05, 0.19], [0.24, 0.03, 0.08], [-0.05, -0.03, -0.03], [0.03, 0.02, 0.02], [-0.05, -0.01, 0.00], [0.07, 0.01, -0.03], [-0.02, 0.01, 0.03], [-0.07, -0.03, 0.00], [0.01, 0.03, 0.02], [-0.04, -0.08, -0.15], [0.04, 0.01, -0.02], [0.06, -0.02, -0.11], [0.03, -0.06, -0.01], [0.09, 0.10, 0.13], [-0.20, -0.05, -0.17], [-0.07, -0.03, 0.17], [0.08, 0.01, 0.03], [-0.04, -0.03, 0.03], [0.00, 0.01, -0.03], [0.03, 0.00, 0.01], [-0.01, 0.00, -0.02], [0.04, 0.00, -0.03], [-0.05, -0.02, 0.02], [0.19, 0.07, -0.09], [0.02, 0.01, -0.02], [-0.01, 0.00, 0.00], [0.00, 0.00, 0.00], [-0.01, 0.00, 0.00], [0.01, 0.02, -0.03], [-0.01, -0.02, 0.02], [0.03, -0.01, 0.03], [-0.01, -0.01, -0.01], [-0.02, -0.03, -0.01], [0.00, 0.02, 0.01], [-0.02, 0.00, 0.00], [0.03, 0.00, -0.01], [0.10, -0.30, 0.17], [-0.03, 0.14, -0.10], [0.03, -0.05, -0.08], [-0.11, 0.07, 0.02], [0.02, 0.01, -0.01], [-0.05, -0.07, 0.08], [0.01, 0.04, -0.02], [-0.02, -0.09, 0.03], [-0.01, 0.00, -0.02], [-0.02, -0.01, 0.00], [0.03, -0.01, -0.01], [0.04, -0.05, 0.02], [-0.13, 0.14, -0.01], [-0.01, -0.10, 0.06], [-0.04, -0.01, -0.02], [0.01, 0.01, 0.03], [0.00, 0.02, 0.01], [-0.03, 0.00, 0.00], [-0.01, 0.00, 0.01], [0.00, 0.04, 0.01], [0.01, -0.02, -0.06], [-0.01, 0.03, -0.03], [-0.01, 0.00, -0.03], [0.03, 0.00, -0.02], [0.00, 0.00, 0.00], [0.00, 0.00, 0.00], [0.00, 0.00, 0.00], [0.00, 0.00, 0.00]], "nbo_charge": [0.839, -0.414, -0.462, -0.230, -0.234, -0.656, 0.055, 0.344, -0.320, 0.260, -0.294, 0.250, -0.285, 0.276, -0.288, 0.279, -0.309, -0.238, -0.235, -0.655, 0.053, 0.324, -0.314, 0.270, -0.287, 0.250, -0.286, 0.271, -0.299, 0.298, -0.319, 0.180, 0.208, 0.210, 0.187, 0.222, 0.192, 0.205, 0.232, 0.186, 0.207, 0.192, -0.163, -0.072, -0.591, -0.226, -0.538, 0.309, 0.424, 0.211, 0.213, 0.238, 0.222, -0.665, 0.501, -0.640, -0.081, -0.190, -0.209, -0.206, -0.228, 0.047, 0.226, 0.236, 0.234, 0.228, 0.211, 0.215, 0.215, 0.212]}

=====

{"formula": "C28H24IrN3O2", "method": "ωB97M-V/def2-TZVPD", "homo_lumo_gap_ev": [4.7, 4.0], "total_charge": 1, "spin_multiplicity": 2, "de_lowest_kj_mol": 0.0, "symbols": ["Ir", "O", "C", "C", "C", "C", "C", "C", "C", "N", "C", "C", "N", "C", "C", "C", "C", "C", "C", "C", "O", "H", "H", "H", "H", "H", "H", "H", "H", "H", "H", "H", "H", "H", "H", "C", "C", "C", "C", "C", "C", "N", "C", "C", "C", "C", "C", "C", "H", "H", "H", "H", "H", "H", "H", "H", "H", "H"], "xyz": [[-0.075119, 0.078683, -1.372972], [-2.022119, -0.105917, -1.454172], [-2.814919, -1.116817, -1.521872], [-4.208019, -0.932917, -1.408672], [-5.079619, -1.998117, -1.462672], [-4.591219, -3.297717, -1.628172], [-3.241519, -3.518417, -1.763072], [-2.307519, -2.464717, -1.702572], [-0.931519, -2.748817, -1.765072], [0.073881, -1.888717, -1.623972], [1.403281, -2.462917, -1.515772], [2.481181, -1.375517, -1.628672], [1.891981, -0.046417, -1.572472], [2.757281, 0.964883, -1.592472], [2.468081, 2.336083, -1.614872], [3.521681, 3.272883, -1.577172], [3.285981, 4.623783, -1.596472], [1.974481, 5.108683, -1.671072], [0.910581, 4.235983, -1.695672], [1.107281, 2.839583, -1.653372], [0.096681, 2.042783, -1.607572], [-4.563719, 0.079583, -1.285972], [-6.141819, -1.830817, -1.374072], [-5.276519, -4.129617, -1.652872], [-2.868719, -4.520117, -1.909872], [-0.654819, -3.793317, -1.872172], [1.546981, -3.210717, -2.303072], [1.484081, -2.969817, -0.545272], [3.017481, -1.479617, -2.579172], [3.208581, -1.480617, -0.815172], [3.806981, 0.692283, -1.591072], [4.531881, 2.897083, -1.527772], [4.111581, 5.315983, -1.560472], [1.798381, 6.172783, -1.703872], [-0.108819, 4.590483, -1.734772], [-3.404019, -1.430417, 3.001928], [-2.831019, -2.192517, 1.990328], [-1.679819, -1.768317, 1.366428], [-1.065219, -0.557117, 1.740428], [-1.624619, 0.170183, 2.818128], [-2.782819, -0.258617, 3.419328], [-0.006919, -0.044017, 1.072128], [1.033781, 0.514483, 1.739828], [1.597381, 1.744783, 1.359228], [2.736681, 2.216083, 1.970328], [3.344781, 1.482683, 2.980928], [2.765681, 0.295083, 3.414628], [1.620581, -0.182917, 2.820028], [-4.321219, -1.751117, 3.467628], [-3.285119, -3.126417, 1.695728], [-1.198119, -2.386517, 0.628928], [-1.159119, 1.101483, 3.106728], [-3.221919, 0.327983, 4.212328], [1.077481, 2.345883, 0.635528], [3.149081, 3.166083, 1.664728], [4.254581, 1.838483, 3.436528], [3.222081, -0.262117, 4.218028], [1.185481, -1.123017, 3.124628]], "atomic_forces_ev_per_a": [[2.20, -1.69, 2.80], [-1.70, 1.21, 0.05], [0.94, -0.89, -0.01], [-0.46, 0.02, -0.06], [0.61, 0.69, 0.07], [0.49, -0.54, -0.12], [-0.34, -0.10, 0.06], [-0.50, 0.96, 0.05], [1.00, 0.77, 0.07], [-2.18, -0.54, -0.09], [0.70, -0.13, 0.14], [0.19, -0.61, -0.08], [1.60, 2.58, 0.30], [-0.98, -1.84, 0.04], [-1.20, 1.17, 0.05], [-0.08, -0.04, -0.06], [0.25, -0.13, -0.01], [-0.26, -0.49, 0.01], [-0.14, 0.03, -0.10], [1.72, -0.42, 0.06], [-1.80, 0.17, -0.14], [-0.01, 0.05, 0.03], [-0.09, 0.05, 0.02], [-0.05, -0.10, -0.05], [0.02, -0.20, 0.01], [0.04, -0.11, -0.12], [-0.04, 0.06, 0.16], [-0.02, 0.11, -0.15], [-0.08, 0.00, 0.16], [-0.11, -0.03, -0.15], [0.16, -0.05, -0.11], [0.19, -0.01, 0.00], [0.10, 0.05, -0.01], [-0.05, 0.09, 0.02], [-0.06, 0.03, 0.00], [0.13, -0.13, -0.19], [-0.23, -0.04, 0.26], [0.45, 0.23, 0.03], [-1.51, 0.08, 0.29], [-0.02, 0.06, -0.43], [0.01, -0.01, 0.20], [0.08, -1.15, -3.38], [1.56, 1.13, 0.33], [-0.58, -0.43, 0.12], [0.36, -0.09, 0.33], [-0.01, 0.12, -0.09], [0.06, 0.19, -0.01], [-0.24, -0.06, -0.47], [-0.12, -0.05, 0.07], [-0.06, -0.09, -0.05], [-0.01, 0.04, -0.10], [0.02, 0.05, 0.05], [-0.02, 0.04, 0.07], [-0.06, -0.02, -0.09], [0.05, 0.09, -0.03], [0.08, 0.06, 0.09], [0.03, -0.08, 0.08], [-0.03, -0.08, 0.08]], "nbo_charge": [1.322, -0.668, 0.499, -0.288, -0.128, -0.235, -0.136, -0.229, 0.162, -0.471, -0.246, -0.248, -0.475, 0.194, -0.242, -0.127, -0.240, -0.130, -0.293, 0.476, -0.666, 0.240, 0.233, 0.233, 0.220, 0.204, 0.222, 0.221, 0.218, 0.225, 0.200, 0.220, 0.232, 0.233, 0.239, -0.171, -0.203, -0.226, 0.196, -0.203, -0.206, -0.449, 0.203, -0.278, -0.189, -0.220, -0.195, -0.249, 0.226, 0.224, 0.207, 0.227, 0.229, 0.218, 0.222, 0.223, 0.227, 0.219]}